{"formula": "C32H43BrN7PdSb", "method": "the ωB97M-V functional and the def2-TZVPD basis", "elements": ["Pd", "Br", "C", "C", "C", "C", "C", "C", "N", "C", "C", "C", "C", "C", "C", "N", "H", "H", "H", "H", "H", "H", "H", "H", "H", "C", "C", "N", "C", "C", "C", "C", "C", "C", "C", "C", "N", "C", "N", "H", "H", "H", "H", "H", "H", "H", "H", "H", "N", "N", "H", "H", "H", "H", "C", "C", "C", "Sb", "C", "C", "C", "C", "C", "C", "H", "H", "H", "H", "H", "H", "H", "H", "H", "H", "H", "H", "H", "H", "H", "H", "H", "H", "H", "H", "H"], "xyz": [[-0.047, 0.085, 0.336], [-7.357, -0.773, -1.250], [-5.734, -0.369, -0.392], [-5.312, -1.144, 0.677], [-4.108, -0.849, 1.301], [-3.335, 0.208, 0.842], [-3.761, 0.981, -0.229], [-4.973, 0.707, -0.836], [-2.053, 0.459, 1.416], [-1.960, 0.695, 2.661], [-0.630, 0.773, 3.317], [-0.515, 1.334, 4.574], [0.733, 1.349, 5.189], [1.801, 0.772, 4.530], [1.595, 0.225, 3.269], [0.416, 0.234, 2.657], [-5.918, -1.968, 1.023], [-3.760, -1.461, 2.123], [-3.173, 1.833, -0.552], [-5.333, 1.330, -1.640], [-2.844, 0.826, 3.286], [-1.385, 1.745, 5.067], [0.855, 1.787, 6.170], [2.783, 0.727, 4.980], [2.407, -0.252, 2.738], [-1.764, -3.792, 0.766], [-1.000, -2.642, 0.808], [-0.912, -1.803, -0.235], [-1.588, -2.088, -1.349], [-2.395, -3.211, -1.478], [-2.467, -4.079, -0.392], [-3.096, -3.556, -2.726], [-3.667, -2.806, -3.669], [-3.839, -1.345, -3.851], [-5.037, -0.916, -4.410], [-5.187, 0.432, -4.670], [-4.212, 1.310, -4.428], [-3.109, 0.799, -3.910], [-2.858, -0.468, -3.584], [-1.801, -4.447, 1.623], [-0.436, -2.376, 1.696], [-1.517, -1.415, -2.187], [-3.066, -4.977, -0.460], [-3.199, -4.627, -2.866], [-4.166, -3.368, -4.451], [-5.824, -1.618, -4.643], [-6.105, 0.823, -5.091], [-2.305, 1.509, -3.734], [0.175, 0.385, -2.751], [-0.651, 0.876, -1.685], [-0.277, 0.576, -3.644], [0.237, -0.624, -2.659], [-1.637, 0.659, -1.857], [-0.550, 1.889, -1.672], [3.156, 2.072, -2.951], [3.538, 0.778, -2.247], [5.054, 0.651, -2.108], [2.546, 0.469, -0.356], [3.099, 2.099, 0.956], [4.358, 2.858, 0.554], [1.914, 3.054, 1.092], [3.641, -1.271, 0.279], [4.798, -0.970, 1.229], [2.728, -2.371, 0.810], [3.647, 2.111, -3.925], [3.492, 2.947, -2.394], [2.085, 2.153, -3.114], [3.162, -0.080, -2.813], [5.487, 1.519, -1.616], [5.490, 0.598, -3.107], [5.369, -0.246, -1.579], [3.293, 1.612, 1.915], [4.270, 3.307, -0.435], [5.246, 2.229, 0.571], [4.529, 3.674, 1.260], [1.810, 3.668, 0.194], [2.068, 3.736, 1.930], [0.952, 2.552, 1.262], [4.042, -1.601, -0.683], [4.447, -0.819, 2.253], [5.374, -0.087, 0.949], [5.487, -1.816, 1.257], [2.146, -2.050, 1.680], [3.329, -3.225, 1.128], [2.026, -2.727, 0.054]], "mulliken_spin": [1.20, 0.00, 0.00, 0.00, 0.01, -0.01, 0.00, 0.00, 0.05, 0.00, 0.01, 0.00, 0.00, 0.00, 0.01, 0.02, 0.00, 0.00, 0.00, 0.00, 0.00, 0.00, 0.00, 0.00, 0.00, 0.01, 0.01, 0.15, -0.02, 0.01, -0.01, 0.00, 0.00, 0.00, 0.00, 0.00, 0.00, 0.00, 0.00, 0.00, 0.01, 0.00, 0.00, 0.00, 0.00, 0.00, 0.00, 0.00, -0.01, 0.15, 0.00, 0.00, -0.01, 0.00, 0.01, 0.04, 0.01, 0.28, 0.02, 0.01, 0.02, 0.02, 0.01, 0.00, 0.00, 0.00, 0.00, 0.00, 0.00, 0.00, 0.00, 0.00, 0.00, 0.00, 0.00, 0.00, 0.00, -0.01, 0.00, 0.00, 0.00, 0.00, 0.00, 0.00, 0.00], "multiplicity": 3, "e_tot_ha": -4570.04311, "e_homo_ev": [-13.234, -13.645], "total_charge": 2, "gap_ev": [7.24, 6.57], "e_lumo_ha": [-0.2202, -0.2600]}